A 2-piece molecular cluster, C2H4O3 overall, computed with the ωB97M-V functional and the def2-TZVPD basis.

Last column: natural (NBO) charge in e.
CARTESIAN COORDINATES (ANGSTROEM)
C  -1.6916  0.3327  -0.6036  -0.221
C  -1.9928  -1.0007  -0.1475  0.777
O  -1.2841  -0.2854  0.6868  -0.438
O  1.6151  0.1415  0.7424  -0.940
O  -2.6283  -1.9848  -0.2869  -0.526
H  -0.8504  0.6324  -1.1657  0.212
H  -2.4933  1.1554  -0.4713  0.194
H  1.5400  0.7398  1.5044  0.471
H  2.1322  -0.5902  1.0403  0.470

Summary:
LUMO energy	0.0257	Eh
SMILES string	O=C1CO1.O
charge	0

C12H18F9O6Ti as an isolated structure, computed with the ωB97M-V functional and the def2-TZVPD basis.

Last column: natural (NBO) charge in e.
CARTESIAN COORDINATES (ANGSTROEM)
Ti  13.2410  -32.0147  20.0724  0.962
C  16.0215  -34.3561  23.8184  0.268
O  16.2972  -33.3255  22.8643  -0.550
O  14.5672  -34.2494  23.9766  -0.915
C  16.6134  -35.7426  23.4058  0.915
F  15.9085  -36.7482  23.9455  -0.325
F  16.6490  -35.8547  22.0734  -0.343
F  17.9024  -35.9699  23.7209  -0.360
C  17.5893  -32.7941  22.7561  -0.067
C  17.5870  -31.6959  21.7519  -0.612
H  18.5791  -31.2796  21.9262  0.191
H  17.6578  -31.9207  20.6877  0.197
H  16.8239  -30.9197  21.8091  0.205
H  18.3406  -33.5263  22.4605  0.160
H  17.9061  -32.2482  23.6448  0.145
H  16.4856  -34.0778  24.7646  0.102
C  13.7758  -29.1489  15.7120  0.274
O  14.5774  -30.3869  15.6628  -0.567
O  13.3168  -28.9883  17.0379  -0.916
C  14.3677  -27.9074  14.9499  0.931
F  15.4315  -27.3565  15.6327  -0.342
F  14.7848  -28.3022  13.6648  -0.376
F  13.4936  -26.9068  14.7092  -0.332
C  14.6445  -31.1438  14.4692  -0.062
C  16.0452  -31.8896  14.4502  -0.631
H  16.3055  -32.3339  15.4109  0.210
H  16.2023  -32.7748  13.8338  0.190
H  16.7914  -31.1941  14.0661  0.198
H  14.5784  -30.5956  13.5294  0.164
H  13.8037  -31.8148  14.2934  0.150
H  12.8341  -29.4325  15.2421  0.120
C  8.9817  -34.6411  18.6536  0.303
O  10.1145  -35.0345  17.9376  -0.544
O  9.4677  -34.0247  19.8245  -0.919
C  7.8678  -33.8010  17.8270  0.909
F  7.8257  -34.1851  16.5556  -0.349
F  6.6096  -33.7469  18.3324  -0.346
F  8.2910  -32.5251  17.7962  -0.340
C  9.9913  -36.1151  16.9432  -0.074
C  11.3225  -36.8177  16.6929  -0.641
H  11.3421  -37.1302  15.6489  0.192
H  12.3088  -36.3655  16.7977  0.224
H  11.5668  -37.6353  17.3711  0.202
H  9.5479  -35.8471  15.9842  0.162
H  9.2816  -36.8612  17.3004  0.157
H  8.5292  -35.5868  18.9520  0.079

Summary:
LUMO energy (alpha / beta)	0.1278 / 0.1228	Eh
spin multiplicity	4
charge	-2

C34H40Cl2MnN6O3Se as an isolated structure, computed with the ωB97M-V functional and the def2-TZVPD basis.

Last column: Löwdin spin population.
CARTESIAN COORDINATES (ANGSTROEM)
Mn  0.1974  1.2809  0.0832  4.634
Cl  -0.2160  4.0387  1.5763  0.026
C  -1.3952  4.3816  0.3217  0.007
Cl  -1.7184  2.8937  -0.6282  0.047
H  -1.0197  5.1255  -0.3708  0.000
H  -2.3399  4.6686  0.7662  0.001
C  -1.9385  -4.1506  -5.4748  0.000
O  -1.7155  -3.5704  -4.2060  0.000
C  -2.7372  -3.6005  -3.3048  0.000
C  -3.9425  -4.2461  -3.4997  0.000
C  -4.9280  -4.1866  -2.5180  0.000
C  -4.7031  -3.4710  -1.3604  0.000
C  -3.4926  -2.8152  -1.1603  0.000
C  -2.4920  -2.8855  -2.1162  0.001
N  -1.2466  -2.2561  -2.0238  0.004
C  -0.8545  -1.3763  -1.0283  0.013
N  -1.0052  -1.8424  0.2207  0.005
C  -0.8985  -1.2148  1.4884  0.016
C  -0.4454  0.0895  1.7036  0.030
C  -0.4369  0.5143  3.0454  0.022
C  -0.8249  -0.2966  4.0943  0.001
C  -1.2574  -1.5949  3.8506  0.010
C  -1.2978  -2.0509  2.5486  0.001
O  -1.6937  -3.3208  2.1976  -0.001
C  -2.4834  -4.0321  3.1260  0.000
N  -0.3082  -0.2315  -1.3179  0.050
C  -0.3464  0.2226  -2.6603  0.005
C  0.8328  0.4863  -3.3427  0.007
C  0.7920  1.0091  -4.6299  -0.001
C  -0.4255  1.2690  -5.2290  0.006
C  -1.6175  1.0258  -4.5531  -0.001
C  -1.5825  0.5172  -3.2673  0.004
O  -2.6804  0.2653  -2.5062  0.002
C  -3.9435  0.4839  -3.0972  0.000
H  -1.0439  -3.9449  -6.0563  0.000
H  -2.8044  -3.7042  -5.9701  0.000
H  -2.0806  -5.2320  -5.3934  0.000
H  -4.1248  -4.7987  -4.4110  0.000
H  -5.8672  -4.7001  -2.6737  0.000
H  -5.4686  -3.4078  -0.5983  0.000
H  -3.3417  -2.2365  -0.2588  0.000
H  -0.8229  -2.0798  -2.9230  0.000
H  -1.2616  -2.8161  0.2812  0.000
H  -0.0924  1.5187  3.2806  0.003
H  -0.7913  0.0723  5.1120  0.000
H  -1.5602  -2.2358  4.6673  0.001
H  -2.8554  -4.9078  2.5986  0.000
H  -3.3219  -3.4213  3.4719  0.000
H  -1.8950  -4.3608  3.9882  0.000
H  1.7799  0.3068  -2.8452  0.000
H  1.7191  1.2195  -5.1460  0.000
H  -0.4635  1.6779  -6.2305  0.000
H  -2.5622  1.2440  -5.0348  0.000
H  -4.6760  0.2356  -2.3331  0.000
H  -4.0912  -0.1676  -3.9641  0.000
H  -4.0702  1.5280  -3.3996  0.000
C  3.0504  0.2648  3.7578  0.000
N  3.6344  1.1512  4.7435  0.000
C  4.5836  0.7923  5.6751  0.000
C  4.9069  1.9049  6.3703  0.000
N  4.1520  2.9370  5.8528  0.000
C  4.1846  4.3185  6.2758  0.000
C  3.3754  2.4760  4.8450  0.000
Se  2.2320  3.4703  3.8186  0.002
H  2.7511  -0.6658  4.2375  0.000
H  3.7649  0.0639  2.9606  0.000
H  2.1779  0.7589  3.3340  0.000
H  4.9380  -0.2191  5.7641  0.000
H  5.5943  2.0545  7.1832  0.000
H  4.8532  4.4036  7.1295  0.000
H  3.1821  4.6424  6.5501  0.000
H  4.5364  4.9472  5.4588  0.000
C  2.8706  -0.4914  0.1815  0.009
C  3.0272  0.7609  -0.6248  0.014
C  4.0500  1.0990  -1.4871  0.008
C  3.6944  2.3438  -2.0625  0.010
C  2.4763  2.6952  -1.5208  0.013
C  1.6725  3.9227  -1.7976  0.003
N  2.0584  1.7378  -0.6306  0.038
H  3.8471  -0.9179  0.4170  0.001
H  2.2987  -1.2583  -0.3512  0.000
H  2.3469  -0.3017  1.1238  0.004
H  4.9444  0.5224  -1.6682  0.001
H  4.2605  2.9217  -2.7774  0.001
H  2.1113  4.4743  -2.6299  0.000
H  1.6422  4.5944  -0.9340  0.000
H  0.6429  3.6777  -2.0845  0.001

Summary:
LUMO energy (alpha / beta)	0.0167 / 0.0156	Eh
spin multiplicity	6
charge	0

A 2-piece molecular cluster, C19H35BCl2N5O3S2 overall, computed with the ωB97M-V functional and the def2-TZVPD basis.

Last column: natural (NBO) charge in e.
CARTESIAN COORDINATES (ANGSTROEM)
C  -2.8035  1.1904  4.4266  -0.739
C  -1.6208  1.8808  3.7751  0.753
O  -0.5817  1.8675  4.3815  -0.588
N  -1.7377  2.4767  2.5122  -0.712
C  -2.8447  3.4332  2.4626  -0.403
B  -1.7768  1.4501  1.3085  0.520
C  -3.3046  0.8498  1.0562  -0.672
C  -4.2433  1.5861  0.0711  -0.418
C  -5.0451  0.6360  -0.8317  -0.488
S  -5.4602  1.4351  -2.4252  -0.087
C  -0.7665  0.1915  1.6061  -0.676
C  0.7124  0.5436  1.8698  -0.392
C  1.5993  0.4860  0.6261  -0.375
C  1.6893  -0.8775  -0.0568  -0.408
C  2.3222  -0.7530  -1.4506  -0.395
C  2.0594  -1.9426  -2.3644  -0.414
C  2.7051  -3.2622  -1.8822  -0.505
S  1.5606  -4.6770  -1.8748  0.231
C  0.2987  -4.0773  -0.8503  0.254
N  0.1952  -4.1882  0.4303  -0.280
N  -0.9847  -3.5655  0.7910  -0.291
C  -1.4976  -3.1255  -0.3044  0.301
O  -0.7705  -3.4144  -1.3906  -0.417
C  -1.1797  2.2217  -0.0326  -0.165
Cl  -0.4205  3.7980  0.2032  -0.060
C  -1.1104  1.8142  -1.2983  -0.089
C  -0.5078  2.5410  -2.4664  -0.655
Cl  -1.7101  0.2175  -1.7201  -0.065
H  -3.7497  1.7097  4.3036  0.207
H  -2.5969  1.0836  5.4889  0.218
H  -2.9215  0.1910  4.0089  0.235
H  -2.6075  4.3135  3.0652  0.182
H  -2.9393  3.7853  1.4360  0.205
H  -3.8188  3.0269  2.7512  0.156
H  -3.1896  -0.1797  0.6999  0.194
H  -3.8440  0.7521  2.0007  0.197
H  -4.9867  2.1291  0.6626  0.190
H  -3.7336  2.3357  -0.5326  0.208
H  -4.4999  -0.2847  -1.0106  0.213
H  -5.9925  0.3980  -0.3535  0.197
H  -5.3209  0.3828  -3.2353  0.115
H  -1.1507  -0.4343  2.4196  0.199
H  -0.7892  -0.4672  0.7374  0.201
H  1.1269  -0.1536  2.6052  0.184
H  0.8084  1.5367  2.3064  0.223
H  1.2900  1.2218  -0.1181  0.190
H  2.6156  0.7699  0.9230  0.185
H  2.3255  -1.5303  0.5449  0.190
H  0.7044  -1.3234  -0.1787  0.191
H  1.8688  0.1224  -1.9287  0.196
H  3.3845  -0.5347  -1.3797  0.216
H  0.9915  -2.0521  -2.5316  0.214
H  2.5025  -1.7135  -3.3368  0.203
H  3.5079  -3.5523  -2.5544  0.230
H  3.1525  -3.1323  -0.9020  0.226
H  -2.4244  -2.5826  -0.3609  0.214
H  -0.7764  2.0327  -3.3898  0.216
H  -0.8907  3.5576  -2.5215  0.224
H  0.5804  2.5655  -2.3925  0.216
C  6.5586  -1.6288  -1.7636  0.778
O  5.3475  -1.7115  -1.8430  -0.659
N  7.2796  -0.7254  -2.4978  -0.852
N  7.2937  -2.4282  -0.9297  -0.851
H  8.2751  -0.6340  -2.4423  0.384
H  6.7642  -0.1198  -3.1082  0.410
H  6.7893  -3.0909  -0.3715  0.411
H  8.2895  -2.3713  -0.8422  0.384

Summary:
LUMO energy	0.0704	Eh
charge	-1

A 4-piece molecular cluster, C3H8N2O2 overall, computed with the ωB97M-V functional and the def2-TZVPD basis.

Last column: natural (NBO) charge in e.
CARTESIAN COORDINATES (ANGSTROEM)
C  -0.7648  0.8628  -1.2553  -0.574
N  0.8319  -0.4195  0.8679  0.042
N  1.8279  -0.4456  0.0801  0.062
C  -0.9276  0.9316  0.0787  0.149
C  -1.4504  1.1547  1.2495  -0.510
O  0.1230  -1.6930  0.8675  -0.641
O  2.3157  -1.6948  -0.3042  -0.535
H  -0.5941  -1.5371  1.4934  0.497
H  1.6128  -2.3408  -0.1046  0.482
H  1.5768  0.2306  -1.3043  0.064
H  0.8170  0.6167  -1.5912  0.028
H  -1.2006  0.0189  -1.7800  0.242
H  -0.8194  1.7846  -1.8246  0.248
H  -0.8732  1.0382  2.1595  0.221
H  -2.4751  1.4926  1.3675  0.224

Summary:
LUMO energy	0.0213	Eh
charge	0

C28H44Ge2N2OTi as an isolated structure, computed with the ωB97M-V functional and the def2-TZVPD basis.

Last column: Mulliken charge in e.
CARTESIAN COORDINATES (ANGSTROEM)
Ti  0.1903  -0.3355  -0.0702  -0.643
C  -2.0940  -4.0505  2.2622  -1.301
C  -1.1119  -2.9173  2.0050  -0.165
Ge  -1.8962  -1.3776  0.9090  0.421
C  -3.2799  -0.3084  1.9816  -0.491
C  -4.5716  -1.0711  2.2300  -1.214
C  -2.8541  -2.2466  -0.5723  -1.341
C  -2.5276  -2.1078  -1.8616  1.149
Ge  -0.9564  -0.8739  -2.2904  1.445
C  0.7370  -1.7190  -3.0913  -0.165
C  0.7165  -2.3043  -4.4950  -1.190
C  -1.3731  0.9435  -3.1601  -0.421
C  -1.8964  0.9599  -4.5883  -1.151
C  -3.2018  -2.7520  -2.9840  0.466
C  -2.7677  -2.4662  -4.2758  -0.009
C  -3.3569  -3.0353  -5.3859  -1.199
C  -4.4156  -3.9159  -5.2268  -0.523
C  -4.8648  -4.2146  -3.9495  -0.753
C  -4.2679  -3.6448  -2.8411  -0.464
H  -1.6191  -4.8648  2.8078  0.401
H  -2.4711  -4.4503  1.3252  0.319
H  -2.9377  -3.6942  2.8484  0.285
H  -0.2484  -3.2792  1.4283  0.114
H  -0.7296  -2.5493  2.9620  0.161
H  -3.4933  0.6022  1.4140  0.420
H  -2.8414  -0.0034  2.9369  0.243
H  -5.0134  -1.3921  1.2905  0.262
H  -5.2962  -0.4417  2.7451  0.406
H  -4.3862  -1.9487  2.8433  0.275
H  -3.6937  -2.8865  -0.3198  0.572
H  1.0395  -2.4934  -2.3736  0.107
H  1.4946  -0.9236  -3.0441  0.196
H  0.0391  -3.1521  -4.5604  0.324
H  1.7185  -2.6527  -4.7430  0.426
H  0.4231  -1.5614  -5.2348  0.243
H  -0.4272  1.4977  -3.1247  0.216
H  -2.0861  1.4630  -2.5117  0.366
H  -1.2026  0.4700  -5.2681  0.240
H  -2.0138  1.9933  -4.9124  0.421
H  -2.8651  0.4728  -4.6648  0.322
H  -1.9430  -1.7722  -4.3931  0.197
H  -2.9880  -2.7889  -6.3699  0.421
H  -4.8871  -4.3660  -6.0871  0.427
H  -5.6893  -4.8991  -3.8156  0.417
H  -4.6376  -3.9007  -1.8626  0.405
O  1.4848  1.4439  -0.9599  -0.434
H  2.2341  0.9475  -1.3359  0.278
H  1.4546  2.2901  -1.4283  0.258
N  1.3712  1.5045  4.7646  -0.046
C  2.1375  0.4181  4.0855  -1.015
C  1.2861  -0.1804  2.9629  -0.315
N  0.8665  0.8294  1.9919  0.385
C  0.1208  1.8931  2.6542  -0.641
C  0.9232  2.5445  3.7942  -0.854
H  1.9486  1.9331  5.5005  0.368
H  0.5496  1.0932  5.2297  0.394
H  2.4025  -0.3461  4.8181  0.457
H  3.0602  0.8460  3.6834  0.369
H  0.3858  -0.6579  3.3672  0.311
H  1.8638  -0.9504  2.4297  -0.059
H  1.7027  1.2214  1.5427  0.410
H  -0.8136  1.4705  3.0439  0.100
H  -0.1411  2.6689  1.9268  0.477
H  0.3119  3.2805  4.3195  0.475
H  1.8104  3.0495  3.4004  0.355
C  1.7885  -1.5182  0.1249  -0.672
C  2.4485  -2.5468  0.1551  0.735
C  3.2554  -3.7094  0.2096  0.352
C  3.2672  -4.5073  1.3565  -0.238
C  4.0449  -5.6479  1.3967  -0.651
C  4.8161  -6.0081  0.3018  -0.472
C  4.8070  -5.2199  -0.8384  -0.611
C  4.0331  -4.0777  -0.8908  -0.467
H  2.6646  -4.2275  2.2107  0.407
H  4.0507  -6.2536  2.2894  0.411
H  5.4228  -6.8998  0.3375  0.420
H  5.4080  -5.4901  -1.6927  0.417
H  4.0265  -3.4616  -1.7787  0.461

Summary:
LUMO energy	-0.2257	Eh
charge	+2

Question: Which of these has the highest charge?
Answer: C28H44Ge2N2OTi

Question: Number 3 is which compound?
Answer: C34H40Cl2MnN6O3Se